Formula: C40H41Cl2CoN4O3
Source: OMol25
Level of theory: ωB97M-V with the def2-TZVPD basis set

Calculated values
DFT total energy: -4296.9520 a.u.
Total charge: -1
2S+1: 4
Kohn-Sham gap (alpha / beta): 7.28 / 7.17 eV
LUMO level (alpha / beta): 0.0752 / 0.0702 hartree

Element x y z (Å)
Co (-0.019, -0.047, 0.459)
C (-2.412, -2.880, -3.272)
C (-2.332, -2.747, -1.751)
C (-3.658, -3.020, -1.059)
C (-1.286, -3.672, -1.123)
C (-1.102, -4.926, -1.710)
C (-0.093, -5.753, -1.236)
C (0.639, -5.344, -0.133)
C (0.358, -4.179, 0.567)
C (1.248, -3.879, 1.773)
C (0.710, -3.029, 2.916)
C (2.542, -3.271, 1.159)
C (-0.652, -3.313, 0.054)
N (-0.958, -2.044, 0.641)
C (-1.854, -2.152, 1.649)
O (-2.407, -3.161, 2.114)
C (-2.131, -0.838, 2.350)
C (-2.965, -0.740, 3.456)
C (-3.256, 0.508, 3.986)
C (-2.712, 1.626, 3.370)
C (-1.891, 1.437, 2.275)
N (-1.519, 0.229, 1.856)
C (-1.344, 2.550, 1.387)
O (-1.719, 3.703, 1.643)
N (-0.623, 2.134, 0.357)
C (-0.282, 3.050, -0.668)
C (-1.027, 2.945, -1.866)
C (-0.652, 3.718, -2.959)
C (0.433, 4.594, -2.887)
C (1.081, 4.705, -1.716)
C (0.738, 4.013, -0.560)
C (1.552, 4.428, 0.689)
C (0.949, 5.639, 1.441)
C (1.939, 3.332, 1.627)
C (-2.288, 2.099, -1.966)
C (-1.978, 0.625, -2.159)
C (-3.415, 2.317, -0.927)
H (-3.115, -2.146, -3.659)
H (-2.637, -3.886, -3.689)
H (-1.445, -2.595, -3.688)
H (-2.058, -1.729, -1.500)
H (-4.055, -3.918, -1.479)
H (-4.363, -2.180, -1.244)
H (-3.588, -3.164, 0.019)
H (-1.669, -5.180, -2.599)
H (0.149, -6.727, -1.665)
H (1.421, -5.992, 0.256)
H (1.487, -4.865, 2.153)
H (0.628, -1.996, 2.602)
H (1.394, -3.065, 3.734)
H (-0.242, -3.397, 3.245)
H (2.293, -2.465, 0.448)
H (3.118, -3.995, 0.644)
H (3.132, -2.816, 1.969)
H (-3.446, -1.645, 3.851)
H (-3.891, 0.604, 4.858)
H (-2.994, 2.667, 3.563)
H (-1.281, 3.667, -3.849)
H (0.684, 5.166, -3.748)
H (1.887, 5.445, -1.631)
H (2.446, 4.856, 0.254)
H (0.038, 5.402, 2.037)
H (0.794, 6.425, 0.675)
H (1.625, 6.006, 2.191)
H (1.090, 2.865, 2.127)
H (2.622, 3.689, 2.379)
H (2.478, 2.566, 1.064)
H (-2.730, 2.473, -2.921)
H (-1.477, 0.192, -1.291)
H (-1.418, 0.455, -3.065)
H (-2.935, 0.130, -2.245)
H (-3.308, 1.668, -0.089)
H (-4.350, 2.020, -1.413)
H (-3.451, 3.361, -0.615)
Cl (3.763, 0.374, 3.724)
C (3.798, 0.263, 1.976)
C (5.038, 0.487, 1.330)
C (5.136, 0.491, -0.027)
Cl (6.669, 0.696, -0.829)
C (3.987, 0.242, -0.833)
C (4.013, 0.157, -2.237)
C (2.821, 0.012, -2.899)
C (1.606, -0.138, -2.197)
N (1.579, -0.139, -0.868)
C (2.725, 0.075, -0.208)
C (2.620, 0.080, 1.282)
O (1.487, -0.044, 1.866)
H (5.932, 0.774, 1.884)
H (4.939, 0.342, -2.754)
H (2.811, -0.025, -3.982)
H (0.624, -0.203, -2.683)

Löwdin population analysis, charges in e, atoms 1 to 4:
1 Co 0.77
2 C -0.08
3 C -0.38
4 C -0.05